1.
Below is a 2-piece molecular cluster, C6H16NO overall, with properties calculated with wB97M-V/def2-TZVPD.

Each atom is followed by the atoms it is bonded to, with distances in Å.
CARTESIAN COORDINATES (ANGSTROEM)
1 C -1.066 -2.484 0.088  C4 1.525, H5 1.092, H6 1.090, H7 1.091
2 C 1.846 -1.057 -2.001  C3 1.524, H8 1.090, H9 1.089, H10 1.092
3 C 1.171 -1.922 -0.943  C2 1.524, C4 1.535, H11 1.092, H12 1.093
4 C -0.339 -2.060 -1.183  C1 1.525, C3 1.535, H13 1.089, H14 1.093
5 H -0.585 -3.372 0.504  C1 1.092
6 H -2.113 -2.727 -0.092  C1 1.090
7 H -1.017 -1.694 0.839  C1 1.091
8 H 2.900 -0.882 -1.780  C2 1.090
9 H 1.342 -0.094 -2.069  C2 1.089
10 H 1.800 -1.546 -2.977  C2 1.092
11 H 1.313 -1.485 0.047  C3 1.092
12 H 1.614 -2.921 -0.926  C3 1.093
13 H -0.704 -1.104 -1.555  C4 1.089
14 H -0.501 -2.819 -1.954  C4 1.093
15 C -0.238 2.354 2.527  N16 1.466, H19 1.095, H20 1.089, H21 1.090
16 N -1.008 2.611 1.306  C15 1.466, C17 1.459, H22 1.017
17 C -0.330 2.071 0.132  N16 1.459, O18 1.348, H23 1.105, H24 1.100
18 O -0.121 0.740 0.096  C17 1.348
19 H 0.060 1.306 2.631  C15 1.095
20 H -0.843 2.632 3.389  C15 1.089
21 H 0.659 2.972 2.535  C15 1.090
22 H -1.876 2.089 1.395  N16 1.017
23 H 0.656 2.569 0.087  C17 1.105
24 H -0.870 2.404 -0.767  C17 1.100

The expectation value of S² is 0.7540. The calculation puts the orbital gap (alpha / beta) at 10.7091 / 7.8642 eV. As for the spin multiplicity: 2. As for the total energy: -10016.7372 eV. Its net charge is 0.

---

2.
Below is a 2-piece molecular cluster, C6H3N2O5 overall, with properties calculated with wB97M-V/def2-TZVPD.

Each atom is followed by the atoms it is bonded to, with distances in Å.
CARTESIAN COORDINATES (ANGSTROEM)
1 C 1.228 -2.096 0.925  C6 1.364, N7 1.171
2 C -0.564 -0.086 -1.683  C5 1.527, N8 1.394, O10 1.203
3 C 0.590 0.539 0.283  C6 1.876, N8 1.326, O11 1.216
4 C 0.142 2.957 1.730  O9 1.143, O12 1.144
5 C -0.420 -1.462 -1.038  C2 1.527, C6 1.454, O13 1.425, H14 1.103
6 C 0.425 -1.324 0.137  C1 1.364, C3 1.876, C5 1.454
7 N 1.857 -2.688 1.715  C1 1.171
8 N -0.001 0.883 -0.853  C2 1.394, C3 1.326, H15 1.007
9 O 0.573 3.015 2.787  C4 1.143
10 O -1.075 0.174 -2.740  C2 1.203
11 O 1.119 1.334 1.036  C3 1.216
12 O -0.469 3.269 0.814  C4 1.144
13 O -1.655 -2.070 -0.666  C5 1.425, H16 0.987
14 H 0.129 -2.130 -1.723  C5 1.103
15 H -0.347 1.811 -1.034  N8 1.007
16 H -1.533 -2.127 0.312  O13 0.987

The calculation puts the orbital gap at 6.9308 eV. As for the total energy: -19488.8466 eV. Its net charge is -1.

---

3.
Below is one molecule with the formula C3H6N2O2, with properties calculated with wB97M-V/def2-TZVPD.

Each atom is followed by the atoms it is bonded to, with distances in Å.
CARTESIAN COORDINATES (ANGSTROEM)
1 C 0.610 -1.457 0.266  C2 1.309, H8 1.128, H9 1.083
2 C -0.116 -0.430 0.628  C1 1.309, C3 1.493, H10 1.073
3 C -1.059 0.191 -0.349  C2 1.493, N4 1.745, N5 1.428, H11 1.024
4 N -0.558 1.841 -0.616  C3 1.745, H12 1.025, H13 0.984
5 N -2.403 0.376 0.098  C3 1.428, O6 1.205, O7 1.206
6 O -3.370 0.179 -0.594  N5 1.205
7 O -2.530 0.691 1.255  N5 1.206
8 H 1.313 -1.748 1.098  C1 1.128
9 H 0.412 -1.891 -0.707  C1 1.083
10 H -0.247 -0.045 1.621  C2 1.073
11 H -1.077 0.078 -1.367  C3 1.024
12 H -0.921 2.420 0.148  N4 1.025
13 H 0.421 1.754 -0.657  N4 0.984

The calculation puts the orbital gap at 10.0871 eV. As for the total energy: -10278.3306 eV. Its net charge is 0. The SMILES is C=C[C@H](N)[N+](=O)[O-].

---

Question: Which value of net charge does entry 1 give?
Answer: 0

---

Question: Number 2 is which compound?
Answer: C6H3N2O5

---

Question: Among the records above, which one has the lowest net charge?
Answer: C6H3N2O5